The following is a quantum chemistry calculation of a 2-piece molecular cluster, C4H12 overall, from the Open Molecules 2025 dataset.

Each line ends with the natural charge from an NBO analysis.
Geometry (Å):
C (-0.631, -2.852, 0.110)  -0.611
C (-1.287, -1.494, -0.202)  -0.626
H (-1.291, -3.641, 0.560)  0.209
H (-0.138, -3.194, -0.888)  0.193
H (0.235, -2.914, 0.670)  0.202
H (-2.219, -1.774, -0.676)  0.211
H (-0.652, -0.691, -0.765)  0.219
H (-1.741, -1.163, 0.775)  0.203
C (1.604, 2.219, -0.387)  -0.609
C (0.315, 2.181, 0.460)  -0.617
H (1.332, 2.341, -1.365)  0.200
H (2.261, 3.079, -0.273)  0.205
H (2.222, 1.301, -0.194)  0.200
H (-0.319, 1.207, 0.276)  0.211
H (0.484, 2.216, 1.500)  0.201
H (-0.176, 3.179, 0.399)  0.207

The strongest force on any atom comes out at 0.068 hartree/bohr. The HOMO energy comes out at -11.12 eV. Its frontier orbital gap is 0.4485 Ha. As for the net charge: 0. Its spin multiplicity is 1. As for the structure (SMILES): CC.CC.

The following is a quantum chemistry calculation of an isolated ion of composition C3H3O3 and charge +1, from the Open Molecules 2025 dataset.

Each line ends with the natural charge from an NBO analysis.
Geometry (Å):
C (0.033, -0.102, -0.780)  -0.714
C (1.105, -0.295, -1.658)  0.984
C (0.157, 1.165, -0.001)  0.230
O (2.045, -0.457, -2.272)  -0.191
O (-0.463, 2.214, -1.793)  -0.324
O (-0.160, 2.245, -0.570)  0.050
H (-0.101, -1.009, -0.046)  0.366
H (-0.815, -0.093, -1.407)  0.354
H (0.184, 1.052, 1.072)  0.245

The strongest force on any atom comes out at 0.083 hartree/bohr. The HOMO energy (spin up / spin down) comes out at -15.18 / -15.33 eV. Its frontier orbital gap (spin up / spin down) is 0.3216 / 0.3268 Ha. As for the net charge: +1. Its spin multiplicity is 1.